Entry 1:
{"formula": "C2H7N3O", "method": "ωB97M-V/def2-TZVPD", "elements": ["C", "N", "C", "O", "N", "N", "H", "H", "H", "H", "H", "H", "H"], "coordinates": [[-2.18, 0.78, -0.59], [-0.71, 1.00, -0.51], [0.02, -0.10, -0.13], [-0.41, -1.22, 0.12], [1.30, 0.26, 0.16], [1.92, -0.88, 0.88], [-2.51, 1.44, -1.46], [-2.65, 1.15, 0.43], [-2.52, -0.40, -0.71], [-0.43, 1.88, -0.13], [1.76, 0.68, -0.78], [2.27, -0.54, 1.94], [2.70, -1.21, 0.31]], "lumo_energy_ev": 0.83, "e_homo_ev": -9.33, "relative_energy_kj_mol": 298.6, "smiles": "CNC(=O)NN", "orbital_gap_ev": 10.17, "energy_ha": -319.836055}

---

Entry 2:
{"formula": "C4H12N2O2", "method": "ωB97M-V/def2-TZVPD", "elements": ["C", "C", "O", "N", "C", "C", "N", "H", "H", "H", "H", "H", "H", "H", "H", "H", "H", "O", "H", "H"], "coordinates": [[1.83, 0.52, -1.89], [1.35, 0.55, -0.45], [2.06, 0.72, 0.52], [-0.03, 0.72, -0.36], [-1.00, -0.13, -1.01], [-1.59, -1.18, -0.06], [-1.98, -0.62, 1.22], [1.40, -0.30, -2.46], [1.60, 1.52, -2.25], [2.90, 0.37, -1.95], [-0.22, 0.92, 0.58], [-1.79, 0.52, -1.42], [-0.66, -0.51, -1.97], [-2.44, -1.69, -0.51], [-0.80, -1.88, 0.18], [-1.30, -0.78, 1.94], [-2.54, 0.20, 1.17], [0.70, 0.17, 2.94], [0.94, 1.08, 2.71], [1.58, -0.20, 3.09]], "lumo_energy_ev": 0.87, "e_homo_ev": -8.93, "relative_energy_kj_mol": 146.0, "smiles": "CC(=O)NCCN.O", "orbital_gap_ev": 9.80, "energy_ha": -419.592884}

---

Entry 3:
{"formula": "C3H5NO2", "method": "ωB97M-V/def2-TZVPD", "elements": ["O", "C", "C", "C", "N", "O", "H", "H", "H", "H", "H"], "coordinates": [[-0.06, 1.88, 0.08], [0.09, 0.68, -0.59], [0.75, -0.43, 0.48], [-0.42, -1.36, 0.52], [-1.40, -1.05, -0.21], [-1.16, 0.09, -0.93], [-0.61, 2.46, -0.46], [0.69, 0.78, -1.50], [0.94, 0.07, 1.42], [1.65, -0.88, 0.07], [-0.48, -2.24, 1.14]], "lumo_energy_ev": 0.88, "e_homo_ev": -9.83, "relative_energy_kj_mol": 253.0, "smiles": "O[C@H]1CC=NO1", "orbital_gap_ev": 10.72, "energy_ha": -322.477964}